C32H48Cl30F2N2O4S2 | ωB97M-V/def2-TZVPD

XYZ file:
```
120
Properties=species:S:1:pos:R:3:forces:R:3
C 2.006467 0.769696 -1.454026 0.09 1.37 0.39
C 1.249164 1.704098 -1.393500 -0.64 1.48 -1.47
C 0.400774 2.972343 -1.380276 1.08 -2.08 0.48
O 1.335561 4.019391 -0.985056 -1.11 1.23 -0.25
S 0.508691 5.376297 -0.631001 -0.89 1.43 2.88
O -0.557392 5.151152 0.312256 -0.33 -1.51 -1.01
O 1.374288 6.386167 -0.115573 1.20 -0.43 -1.54
C -0.289100 5.854056 -2.209100 1.95 -0.44 -1.45
F 0.417247 6.961429 -2.665486 -0.75 -0.25 0.31
C -0.005789 4.735584 -3.268538 -0.77 0.16 0.21
F 1.311252 4.790928 -3.716174 -0.49 -0.10 0.59
C -0.353559 3.296220 -2.739697 0.10 0.96 -0.33
C -0.061057 2.290730 -3.876024 0.80 0.69 -0.43
C -0.664473 2.657252 -5.263614 -0.27 -1.07 0.01
C -2.212398 2.565469 -5.380486 0.41 0.81 -1.79
N -2.777698 3.928899 -5.279972 -0.58 -0.54 0.07
C -4.260387 3.927116 -5.309378 0.27 0.74 1.08
C -4.709603 4.124217 -3.835617 -0.38 -0.73 -1.39
C -5.347757 3.041851 -3.178130 0.19 1.62 1.30
C -5.707206 3.223283 -1.828340 1.02 -0.29 -0.31
C -5.442329 4.433689 -1.127689 1.43 0.16 -1.11
C -4.826573 5.500870 -1.805909 0.00 -1.11 -0.66
C -4.460636 5.322086 -3.171589 -0.35 0.27 1.30
O -3.837507 6.410185 -3.796062 -0.63 -0.54 -0.06
N -1.823739 3.369514 -2.405332 0.80 -0.82 0.20
C -2.288481 2.279452 -2.153799 -1.02 -0.80 -0.30
S -2.900560 0.828656 -2.006577 0.42 0.84 0.16
H 2.945879 0.235152 -1.475451 -1.23 -0.53 0.54
H -0.278801 2.841990 -0.513994 -0.14 0.25 -0.75
H -1.363920 6.080658 -2.124781 0.51 -0.23 0.38
H -0.632404 5.008267 -4.138394 0.07 -0.45 0.53
H 1.044252 2.301356 -4.015835 -0.60 -0.02 0.28
H -0.293781 1.252743 -3.586038 -0.28 0.72 -0.08
H -0.242005 1.917439 -5.982466 -0.17 0.38 0.50
H -0.329097 3.641964 -5.652977 -0.14 -0.54 0.41
H -2.695838 1.829326 -4.715674 0.29 0.63 0.07
H -2.434781 2.222034 -6.426685 0.13 -0.22 0.69
H -2.419017 4.518747 -6.024834 0.01 -0.33 0.00
H -4.677393 2.978751 -5.708547 0.22 0.42 0.18
H -4.623021 4.758295 -5.950445 0.21 -0.43 0.44
H -5.547462 2.099827 -3.703451 0.11 0.47 0.25
H -6.172242 2.388167 -1.299368 0.18 0.43 -0.22
H -5.689644 4.572215 -0.070496 0.11 -0.29 -0.49
H -4.587715 6.462451 -1.322620 -0.19 -0.61 -0.14
H -4.375426 7.166069 -3.517607 0.43 0.02 -0.18
C 0.395749 -0.196968 2.028994 0.33 0.17 0.40
Cl 1.462274 0.749505 0.971714 -0.58 -0.70 2.52
Cl -0.818376 -1.043316 1.058069 0.07 0.11 0.10
H 0.984247 -0.923864 2.581077 0.00 -0.04 -0.17
H -0.108683 0.471906 2.720315 -0.06 0.01 -0.14
C 4.084454 -2.458571 0.935099 -0.16 0.04 0.28
Cl 4.311333 -1.706893 -0.651477 0.17 -0.04 0.05
Cl 2.420050 -3.004286 1.172933 -0.09 0.17 -0.04
H 4.746815 -3.310913 1.013804 -0.10 -0.01 -0.15
H 4.319410 -1.733595 1.709220 -0.10 -0.07 -0.27
C -9.615722 4.195996 -1.618889 -0.08 0.28 0.07
Cl -7.939417 4.551022 -1.165594 -2.16 0.40 -0.35
Cl -10.527650 3.522448 -0.256552 -0.07 -0.02 -0.02
H -10.097572 5.113431 -1.943286 -0.01 -0.04 0.11
H -9.611578 3.473898 -2.429604 0.07 -0.05 0.13
C 0.074987 -4.839406 4.241326 0.00 -0.11 0.10
Cl -0.166128 -3.146272 3.788930 -0.15 -0.02 0.18
Cl 0.849518 -5.721646 2.924713 -0.17 -0.11 0.15
H 0.712405 -4.887363 5.118974 0.04 0.08 -0.10
H -0.889237 -5.287875 4.458560 0.01 0.07 -0.12
C -5.478256 1.846135 1.820195 -0.13 -0.16 0.18
Cl -6.972371 2.455537 1.072191 0.18 -0.43 0.44
Cl -4.022736 2.481482 1.050565 0.09 -0.05 0.20
H -5.471275 2.142472 2.864628 -0.05 0.09 -0.08
H -5.466987 0.763057 1.742124 -0.01 0.07 -0.12
C 4.035277 -7.563236 1.938505 0.02 -0.07 0.12
Cl 3.765902 -5.860725 1.547843 0.11 -0.17 -0.06
Cl 4.861433 -8.409188 0.622636 0.03 -0.05 0.04
H 4.649282 -7.614430 2.832357 -0.10 0.05 -0.31
H 3.075517 -8.039616 2.115548 0.00 0.08 -0.14
C 6.276407 1.145543 1.530052 0.06 0.04 -0.25
Cl 7.842173 1.604388 2.207268 0.00 0.02 -0.06
Cl 5.310388 0.235801 2.698018 -0.02 0.14 0.15
H 5.735245 2.043026 1.255331 -0.02 0.03 0.10
H 6.439603 0.527341 0.652411 0.01 -0.05 0.11
C -3.751358 -3.233878 1.411553 0.09 0.01 0.13
Cl -4.272174 -4.788562 0.750521 0.01 -0.04 0.08
Cl -3.746920 -1.971521 0.175064 -0.19 0.02 0.01
H -4.432650 -2.944294 2.205144 -0.05 -0.02 -0.12
H -2.744442 -3.338776 1.806219 0.00 0.01 -0.13
C -9.119619 4.918667 3.807948 -0.05 0.10 0.04
Cl -9.506784 3.193746 3.796883 -0.07 0.01 0.05
Cl -7.665435 5.263201 2.865349 -0.03 0.20 0.10
H -9.952204 5.467368 3.379543 0.06 -0.10 -0.09
H -8.955626 5.234315 4.833129 0.07 -0.09 -0.05
C 6.399251 -6.362687 5.500667 -0.01 0.10 0.05
Cl 5.956043 -7.893959 4.735659 0.13 0.10 0.29
Cl 6.433833 -5.041345 4.323868 0.01 0.07 0.04
H 5.668943 -6.130360 6.268155 -0.01 -0.01 -0.21
H 7.384294 -6.463835 5.945500 0.00 -0.03 -0.15
C 5.962852 -11.933960 5.930702 0.06 -0.11 0.07
Cl 4.514070 -11.416296 5.057933 -0.04 -0.06 0.00
Cl 7.176193 -10.651350 5.985255 0.13 -0.29 0.13
H 5.685092 -12.197609 6.945986 -0.03 0.12 -0.04
H 6.386509 -12.796307 5.426449 -0.02 0.11 -0.08
C 3.459187 -5.164615 8.621638 -0.13 0.03 0.10
Cl 4.957024 -6.094153 8.757118 -0.05 -0.02 0.20
Cl 3.197552 -4.604824 6.963730 -0.03 0.03 -0.01
H 2.627253 -5.796348 8.915299 0.08 -0.05 -0.10
H 3.520614 -4.303062 9.278420 0.10 0.00 -0.11
C 7.397034 -5.196890 0.581785 0.02 -0.14 0.13
Cl 7.126934 -3.482638 0.224953 0.20 -0.09 0.03
Cl 8.233937 -6.007953 -0.745882 -0.01 -0.05 0.04
H 8.001681 -5.276841 1.479578 0.04 0.07 -0.09
H 6.436263 -5.677845 0.737315 0.01 0.06 -0.12
C 1.635636 -1.370549 -4.927686 -0.24 -0.12 -0.05
Cl 1.401638 -0.465609 -3.418107 -0.07 -1.29 -1.41
Cl 3.257048 -2.071939 -5.010463 -0.01 0.00 -0.05
H 0.903462 -2.170899 -4.978832 0.10 -0.02 0.06
H 1.503478 -0.693693 -5.766870 0.10 0.02 0.08
C 5.200254 2.356329 -3.661263 -0.01 -0.06 -0.07
Cl 3.871403 1.787866 -2.623617 1.62 1.19 -1.35
Cl 6.671889 2.687712 -2.735465 0.03 0.00 -0.02
H 5.418881 1.591625 -4.400738 0.02 -0.03 0.13
H 4.887735 3.270912 -4.156125 -0.01 0.00 0.15
```
Positions in Å, forces in eV/Å.

## Properties
electronic energy: -447904.0287 eV
multiplicity: 1
total charge: 0

Atom charges from the Löwdin analysis, given in e for atoms 1 to 8: atom 1 (C): -0.446, atom 2 (C): -0.223, atom 3 (C): -0.223, atom 4 (O): -0.179, atom 5 (S): 0.697, atom 6 (O): -0.268, atom 7 (O): -0.232, atom 8 (C): -0.226